[1]
{
  "formula": "C15H19Cl2NO",
  "method": "the ωB97M-V functional and the def2-TZVPD basis",
  "species": ["O", "C", "N", "H", "C", "C", "H", "C", "C", "C", "C", "H", "C", "H", "H", "H", "H", "H", "H", "H", "H", "H", "H", "H", "C", "C", "C", "C", "C", "C", "C", "Cl", "H", "Cl", "H", "H", "H", "H"],
  "xyz": [[0.342, -2.444, 1.646], [0.552, -2.064, 0.515], [-0.231, -1.205, -0.156], [0.052, -0.894, -1.074], [-1.373, -0.528, 0.435], [-0.983, 0.933, 0.681], [-0.083, 0.936, 1.302], [-2.054, 1.768, 1.377], [-3.415, 1.768, 0.674], [-3.323, 1.751, -0.852], [-2.828, 0.425, -1.471], [-3.568, 0.080, -2.196], [-2.599, -0.713, -0.475], [-3.492, -0.853, 0.131], [-2.455, -1.640, -1.037], [-1.905, 0.596, -2.029], [-2.674, 2.569, -1.168], [-4.319, 1.969, -1.242], [-4.011, 0.923, 1.015], [-3.954, 2.671, 0.972], [-1.681, 2.794, 1.435], [-2.184, 1.410, 2.400], [-0.719, 1.396, -0.270], [-1.546, -1.026, 1.394], [1.783, -2.515, -0.290], [2.809, -1.429, -0.187], [3.635, -1.363, 0.932], [4.566, -0.357, 1.095], [4.685, 0.620, 0.118], [3.876, 0.594, -1.006], [2.945, -0.422, -1.140], [1.950, -0.407, -2.562], [3.966, 1.356, -1.763], [5.847, 1.883, 0.293], [5.196, -0.326, 1.970], [3.530, -2.122, 1.693], [2.160, -3.430, 0.165], [1.506, -2.703, -1.326]],
  "largest_force_ev_per_a": 0.8,
  "relative_energy_ev": 0.000,
  "gap_ev": 9.705,
  "spin_multiplicity": 1,
  "homo_ha": -0.3343,
  "smiles": "O=C(Cc1ccc(Cl)cc1Cl)NC1CCCCCC1"
}

[2]
{
  "formula": "C15H19ClN3O7P2Tc",
  "method": "the ωB97M-V functional and the def2-TZVPD basis",
  "species": ["Tc", "C", "C", "C", "C", "C", "C", "C", "C", "C", "C", "H", "H", "H", "H", "H", "H", "H", "H", "H", "H", "H", "H", "H", "H", "H", "O", "P", "O", "O", "O", "P", "O", "O", "O", "H", "H", "N", "C", "C", "C", "N", "C", "N", "Cl", "C", "H", "H"],
  "xyz": [[-0.124, -0.098, 0.943], [1.726, 1.526, -0.402], [0.305, 1.772, -0.138], [-0.406, 1.128, -1.250], [0.527, 0.482, -2.036], [1.847, 0.759, -1.527], [3.121, 0.187, -2.053], [0.257, -0.339, -3.254], [-1.848, 1.354, -1.597], [-0.144, 3.128, 0.353], [2.852, 1.946, 0.488], [3.934, 0.913, -1.978], [3.031, -0.107, -3.100], [3.427, -0.699, -1.489], [0.704, 0.117, -4.142], [-0.812, -0.439, -3.443], [0.689, -1.336, -3.154], [-1.953, 2.216, -2.263], [-2.465, 1.557, -0.725], [-2.283, 0.492, -2.105], [0.017, 3.867, -0.440], [0.413, 3.452, 1.230], [-1.201, 3.163, 0.608], [3.573, 2.562, -0.057], [3.399, 1.078, 0.870], [2.499, 2.522, 1.343], [-1.246, -1.936, -0.459], [-1.076, -2.923, 0.844], [-2.079, -3.976, 0.937], [-0.892, -1.828, 1.897], [0.390, -3.555, 0.609], [1.708, -2.755, 0.139], [1.579, -2.829, -1.470], [2.929, -3.412, 0.607], [1.470, -1.274, 0.459], [-1.222, -2.395, -1.307], [2.156, -3.526, -1.800], [-1.782, 0.840, 1.599], [-2.715, 1.413, 1.984], [-3.799, 2.157, 2.383], [-3.947, 3.458, 1.837], [-4.069, 4.515, 1.392], [-4.739, 1.629, 3.304], [-5.504, 1.207, 4.055], [0.669, 1.950, 3.472], [0.860, 0.352, 2.706], [0.462, -0.384, 3.403], [1.916, 0.176, 2.519]],
  "largest_force_ev_per_a": 0.5,
  "relative_energy_ev": 0.376,
  "total_charge": -1,
  "gap_ev": [7.756, 7.192],
  "spin_multiplicity": 4,
  "homo_ha": [-0.2003, -0.2151]
}

[3]
{
  "formula": "C15H19F14N2O4PS",
  "method": "the ωB97M-V functional and the def2-TZVPD basis",
  "species": ["N", "C", "C", "C", "C", "C", "C", "C", "F", "F", "C", "F", "F", "C", "F", "F", "C", "F", "F", "C", "F", "F", "C", "F", "F", "F", "C", "S", "O", "O", "O", "C", "F", "C", "P", "N", "O", "H", "H", "H", "H", "H", "H", "H", "H", "H", "H", "H", "H", "H", "H", "H", "H", "H", "H", "H"],
  "xyz": [[0.857, -4.700, -0.370], [1.122, -3.321, -0.945], [1.127, -2.209, 0.259], [2.349, -1.121, 0.211], [1.932, 0.405, -0.214], [1.614, 1.401, 1.090], [0.698, 0.746, 2.262], [-0.856, 1.359, 2.348], [-0.857, 2.394, 3.451], [-1.278, 2.079, 1.129], [-1.969, 0.217, 2.797], [-1.756, -1.107, 2.099], [-1.638, -0.083, 4.242], [-3.522, 0.727, 2.777], [-4.121, 0.269, 4.089], [-3.702, 2.207, 2.781], [-4.479, 0.073, 1.621], [-5.855, 0.653, 1.860], [-4.661, -1.405, 1.873], [-4.104, 0.445, 0.077], [-3.924, 1.931, -0.129], [-2.866, -0.180, -0.450], [-5.298, 0.042, -1.024], [-5.910, -1.280, -0.775], [-6.269, 1.152, -1.226], [-4.560, -0.088, -2.336], [0.592, 0.498, -1.190], [0.467, 2.083, -2.176], [-0.146, 1.679, -3.574], [-0.533, 3.133, -1.588], [1.950, 2.847, -2.522], [2.917, 2.708, -1.403], [4.234, 3.189, -1.967], [3.193, 1.132, -0.967], [3.895, 0.272, -2.504], [2.743, -0.820, -3.313], [5.180, -0.816, -1.932], [1.008, -5.440, -1.117], [-0.128, -4.775, 0.009], [2.160, -3.376, -1.511], [0.232, -3.074, -1.700], [0.044, -1.723, 0.387], [1.280, -2.832, 1.268], [3.211, -1.601, -0.420], [2.774, -1.044, 1.324], [1.216, 2.456, 0.779], [2.690, 1.596, 1.569], [0.689, -0.422, 2.327], [1.197, 1.097, 3.292], [-0.331, 0.317, -0.455], [0.524, -0.411, -1.960], [2.698, 3.420, -0.495], [4.075, 1.181, -0.164], [1.937, -0.189, -3.605], [2.369, -1.435, -2.560], [5.787, -0.261, -1.329]],
  "largest_force_ev_per_a": 9.4,
  "gap_ev": 7.829,
  "spin_multiplicity": 1,
  "homo_ha": -0.3211,
  "smiles": "NCCC[C@]1(CCC(F)(F)C(F)(F)C(F)(F)C(F)(F)C(F)(F)C(F)(F)F)CS(=O)(=O)O[C@H](F)[C@@H]1P(N)O"
}

[4]
{
  "formula": "C15H19F3N",
  "method": "the ωB97M-V functional and the def2-TZVPD basis",
  "species": ["C", "C", "F", "C", "N", "H", "H", "H", "H", "H", "H", "H", "H", "H", "F", "C", "C", "C", "C", "C", "C", "H", "H", "H", "H", "H", "F", "C", "C", "C", "C", "C", "C", "H", "H", "H", "H", "H"],
  "xyz": [[-2.459, 1.583, -4.208], [-1.444, 0.583, -3.673], [-0.241, 1.261, -3.363], [-1.024, -0.518, -4.655], [0.053, 0.035, -5.561], [-1.984, 2.559, -4.328], [-2.876, 1.285, -5.173], [-3.286, 1.704, -3.511], [-1.767, 0.114, -2.747], [-1.846, -0.838, -5.292], [-0.603, -1.384, -4.147], [0.188, -0.537, -6.396], [-0.174, 0.990, -5.851], [0.937, 0.094, -5.051], [-1.276, -0.156, -0.520], [-0.781, 0.699, 0.427], [-0.072, 1.801, -0.006], [0.444, 2.661, 0.953], [0.239, 2.405, 2.303], [-0.483, 1.288, 2.698], [-1.008, 0.414, 1.754], [0.053, 1.950, -1.072], [1.005, 3.533, 0.645], [0.644, 3.076, 3.047], [-0.634, 1.082, 3.749], [-1.562, -0.469, 2.039], [3.444, -1.200, 5.785], [2.551, -1.654, 4.886], [1.590, -2.554, 5.302], [0.672, -3.015, 4.368], [0.726, -2.575, 3.052], [1.705, -1.669, 2.667], [2.632, -1.198, 3.585], [1.572, -2.881, 6.333], [-0.087, -3.723, 4.674], [0.006, -2.939, 2.330], [1.746, -1.317, 1.644], [3.403, -0.491, 3.313]],
  "largest_force_ev_per_a": 0.2,
  "total_charge": 1,
  "gap_ev": 7.090,
  "spin_multiplicity": 1,
  "homo_ha": -0.3984
}